[1]
A cluster of 5 separate species, C6H21NO4 in total in a non-equilibrium geometry. Source: the Open Molecules 2025 dataset; level of theory: ωB97M-V/def2-TZVPD.

Geometry as XYZ:
```
32
Properties=species:S:1:pos:R:3
C 1.06044 -2.97478 -1.49571
C 1.30008 -2.18536 -0.22944
C 0.10771 -1.61417 0.41933
C -0.38017 -0.29510 0.09608
C 0.26598 0.69930 -0.44716
C -2.07361 -0.77888 1.75590
N -1.72786 -0.16687 0.53627
H 0.19164 -3.51187 -1.41313
H 0.91159 -2.49255 -2.43896
H 1.72557 -3.87341 -1.46740
H 1.79598 -2.76590 0.53156
H 2.24827 -1.48075 -0.27818
H 0.24002 -1.49942 1.54451
H -0.78528 -2.25447 0.41963
H -0.07344 1.64883 -0.90284
H 1.28040 0.63646 -0.45785
H -1.24274 -0.97330 2.42404
H -2.53922 -1.67242 1.29572
H -2.77691 -0.30252 2.41184
H -2.24791 0.57734 0.38121
H 3.65597 -0.46821 2.18186
H 2.83016 -1.81301 2.44766
O 3.13500 -0.95722 2.67969
H -0.00869 3.96520 -2.49371
H -0.09168 4.26611 -0.99208
O -0.17760 3.63385 -1.68414
H -0.71509 1.44805 -2.33548
H -2.21832 1.16546 -2.96252
O -1.34316 1.45910 -3.10787
H -0.81277 3.86299 1.91604
H -0.92322 4.10442 0.40505
O -0.61117 4.61312 1.26007
```

The HOMO energy (alpha / beta) is 0.83 / -4.59 eV. As for the spin multiplicity: 2. The total energy is -16237.610 eV. Its total charge is -1.

Atom charges from the Löwdin analysis, given in e for atoms 1 to 5: atom 1 (C): -0.11, atom 2 (C): -0.29, atom 3 (C): -0.23, atom 4 (C): -0.38, atom 5 (C): -0.01


[2]
A structure of composition C38H21BrCl2F4N5O6PSn in a non-equilibrium geometry. Source: the Open Molecules 2025 dataset; level of theory: ωB97M-V/def2-TZVPD.

Geometry as XYZ:
```
79
Properties=species:S:1:pos:R:3
Sn 0.81271 0.80332 0.50467
O 2.60909 4.69755 2.12832
C 1.87696 3.56170 1.92988
O 2.12851 2.69738 1.02593
C 0.74638 3.37133 2.87520
C 0.73977 4.12879 4.04026
C -0.35360 3.91865 4.91942
C -1.32677 2.98027 4.61402
C -1.08833 2.19938 3.44103
N -0.09318 2.41393 2.57241
C -2.32491 1.36518 3.01453
O -2.74321 0.53261 4.01062
O -2.87016 1.32333 1.93016
H 3.06802 4.87501 1.28000
H 1.51432 4.93265 4.15362
H -0.39490 4.51794 5.84869
H -2.28322 2.80656 5.17179
H -1.98521 -0.01665 4.44570
Cl 3.84525 1.81017 -3.22374
C 2.39979 2.69370 -2.97738
C 2.23081 3.96328 -3.55308
C 1.11222 4.73488 -3.36197
Cl 0.90213 6.24225 -4.14393
C 0.15649 4.36174 -2.30310
C -1.03633 5.00417 -1.95461
C -2.04177 4.32369 -1.26912
C -1.71319 3.09773 -0.64360
N -0.46568 2.60800 -0.70360
C 0.41237 3.14382 -1.60752
C 1.56039 2.27992 -1.94933
O 1.87591 1.20632 -1.26967
H 3.05489 4.38921 -4.17155
H -1.19984 5.97799 -2.39709
H -3.09277 4.62517 -1.04268
H -2.50282 2.50578 -0.10487
F 2.35817 -4.33823 -5.99315
C 1.70947 -3.93919 -4.88920
C 0.32617 -3.89449 -4.78542
F -0.37855 -3.89250 -5.94941
C -0.25422 -3.56839 -3.50571
F -1.61359 -3.59088 -3.42252
C 0.54942 -3.21696 -2.41990
P 0.16321 -2.21782 -1.00715
C -0.79458 -3.36683 0.06604
C -2.05654 -3.85536 -0.38151
C -2.64104 -4.94366 0.31250
C -2.10882 -5.36668 1.53050
C -0.89747 -4.86648 1.99381
C -0.25223 -3.87302 1.26584
C -1.09341 -1.13471 -1.72961
C -2.20748 -0.70486 -0.96131
C -3.21327 0.07968 -1.52291
C -3.21618 0.43161 -2.89804
C -2.06485 0.03752 -3.66252
C -1.03268 -0.65877 -3.05864
C 1.89064 -3.60774 -2.47917
Br 2.89370 -3.70502 -0.83798
C 2.47654 -3.89637 -3.70869
F 3.76152 -4.01242 -3.83163
H -2.50745 -3.40967 -1.29765
H -3.49130 -5.50627 -0.08784
H -2.72814 -6.08436 2.10997
H -0.44048 -5.17625 2.91907
H 0.72015 -3.50169 1.63776
H -2.32699 -0.99941 0.04701
H -4.05400 0.46600 -0.98977
H -3.98434 0.94212 -3.38783
H -1.83746 0.34746 -4.70292
H -0.14972 -0.91686 -3.67818
N 3.68542 -2.29824 2.79661
C 2.75150 -1.31186 2.93994
O 2.58946 -0.42329 2.05963
C 1.97739 -1.48247 4.32172
C 0.66427 -1.12410 4.54491
N -0.48876 -0.75415 4.66903
C 2.62635 -2.38514 5.16565
N 3.09574 -3.06353 6.01970
H 3.75486 -3.00834 3.54222
H 4.30948 -2.28514 2.01733
```

The HOMO energy is -7.65 eV. The total energy is -180558.165 eV. Its total charge is 0.

Atom charges from the Löwdin analysis, given in e for atoms 1 to 5: atom 1 (Sn): 1.41, atom 2 (O): 0.13, atom 3 (C): -0.32, atom 4 (O): -0.04, atom 5 (C): -0.23


[3]
A structure of composition C30H32N8O4Ta in a non-equilibrium geometry. Source: the Open Molecules 2025 dataset; level of theory: ωB97M-V/def2-TZVPD.

Geometry as XYZ:
```
75
Properties=species:S:1:pos:R:3
Ta -7.96705 -14.27901 -10.28473
O -10.44090 -17.37908 -9.53677
C -9.82420 -16.51998 -10.04300
N -9.11917 -15.55900 -9.35339
C -9.23608 -15.64271 -7.86174
C -7.88043 -15.08306 -7.31098
C -7.57461 -15.02899 -5.98932
C -6.44307 -14.31565 -5.59385
C -5.64979 -13.64994 -6.54887
C -5.99013 -13.78610 -7.85287
N -7.14327 -14.40068 -8.23454
C -9.80383 -16.32241 -11.50381
C -10.70677 -17.02359 -12.31310
C -10.56078 -16.82955 -13.69866
C -9.68690 -15.83041 -14.12666
C -8.91310 -15.12022 -13.23263
N -8.94538 -15.40783 -11.92738
H -10.07545 -15.04148 -7.64125
H -9.29643 -16.72282 -7.61024
H -8.21115 -15.65048 -5.32714
H -6.19789 -14.18050 -4.53754
H -4.82042 -13.05157 -6.16499
H -5.50314 -13.24655 -8.67324
H -11.30258 -17.65345 -11.79037
H -11.16398 -17.48559 -14.33677
H -9.42000 -15.60722 -15.15510
H -8.16358 -14.35090 -13.56517
O -10.52756 -10.74696 -8.80598
C -10.20159 -10.96363 -10.17646
C -9.42463 -12.28812 -10.22190
O -8.66931 -12.69961 -9.25251
O -9.29115 -13.00508 -11.29638
C -11.45947 -11.05962 -11.00938
C -12.40115 -12.07094 -10.67126
C -13.65058 -12.16893 -11.25874
C -14.01649 -11.07013 -12.14286
C -13.14507 -10.13646 -12.49293
C -11.80922 -10.04717 -11.87293
C -9.10554 -9.93008 -10.60878
C -8.64878 -9.95990 -11.91046
C -7.67740 -9.02565 -12.30492
C -7.25443 -8.02195 -11.42124
C -7.74819 -7.99802 -10.14859
C -8.62925 -8.99975 -9.70172
H -11.51524 -10.68514 -8.78306
H -12.03307 -12.79529 -9.93456
H -14.44871 -12.83858 -10.96934
H -15.01812 -10.96799 -12.50520
H -13.36327 -9.39575 -13.20848
H -11.11886 -9.26810 -12.11135
H -9.09282 -10.63909 -12.56656
H -7.27552 -9.02463 -13.30353
H -6.47208 -7.34630 -11.74367
H -7.32202 -7.30083 -9.40004
H -9.02547 -8.92171 -8.66259
C -4.00032 -17.09159 -9.68598
N -3.98177 -16.22576 -10.83290
C -2.85110 -16.40600 -11.71035
C -5.02603 -15.42887 -11.13040
N -6.21230 -15.53087 -10.47152
N -4.89912 -14.59935 -12.19638
C -5.60529 -13.50722 -12.49646
N -5.20695 -12.68582 -13.43452
N -6.69582 -13.32034 -11.78363
H -3.07977 -17.73048 -9.66094
H -4.77355 -17.88561 -9.77168
H -4.22471 -16.56534 -8.75417
H -2.04887 -17.01316 -11.18491
H -2.33115 -15.43893 -12.01275
H -3.13831 -16.92752 -12.70087
H -6.11806 -16.15875 -9.69739
H -3.98280 -14.52617 -12.55351
H -4.50203 -12.93842 -14.14405
H -5.60409 -11.72615 -13.49998
H -7.20231 -12.49044 -12.12457
```

The HOMO energy is -15.80 eV. The total energy is -53271.226 eV. Its total charge is +3.

Atom charges from the Löwdin analysis, given in e for atoms 1 to 5: atom 1 (Ta): 1.94, atom 2 (O): 0.20, atom 3 (C): -0.47, atom 4 (N): -0.14, atom 5 (C): -0.03